Model i:
A cluster of 8 separate species, C72H152N8O8 in total. Source: OMol25; level of theory: ωB97M-V/def2-TZVPD.

Values from the calculation:
E_HOMO = -7.6 eV
SMILES = CC1(C)CCCC(C)(C)N1O.CC1(C)CCCC(C)(C)N1O.CC1(C)CCCC(C)(C)N1O.CC1(C)CCCC(C)(C)N1O.CC1(C)CCCC(C)(C)N1O.CC1(C)CCCC(C)(C)N1O.CC1(C)CCCC(C)(C)N1O.CC1(C)CCCC(C)(C)N1O
Orbital gap = 7.8 eV
Spin multiplicity = 1

CARTESIAN COORDINATES (ANGSTROEM)
C: 11.31859 -5.68001 4.95788
C: 10.66328 -5.11932 6.28819
C: 9.62314 -6.26189 6.74802
C: 10.22285 -7.36629 7.60797
C: 10.96471 -6.63823 8.76817
C: 12.14250 -5.76376 8.30569
N: 11.61439 -4.71183 7.42355
O: 12.62713 -3.83718 6.88775
C: 12.85206 -5.15382 9.49232
C: 13.18923 -6.70965 7.56628
C: 9.89413 -3.88554 5.87257
H: 12.21078 -5.12800 4.66229
H: 10.68315 -5.86972 4.09282
H: 11.60569 -6.69202 5.24341
H: 8.79541 -5.85481 7.32875
H: 9.30299 -6.88961 5.91641
H: 10.72563 -8.08785 6.96401
H: 9.51590 -8.02366 8.11413
H: 11.24322 -7.47070 9.41435
H: 10.21543 -6.00236 9.23971
H: 13.59302 -4.47111 9.07643
H: 12.21808 -4.61001 10.19266
H: 13.37144 -5.90531 10.08696
H: 12.77804 -7.71228 7.44903
H: 13.37323 -6.38197 6.54312
H: 14.08851 -6.95623 8.13071
H: 10.54307 -3.07349 5.54464
H: 8.96170 -3.68437 6.40001
H: 9.38137 -4.13944 4.94482
H: 12.28910 -2.95003 6.74530
C: 1.84304 5.08750 -9.71755
C: 2.98587 4.31197 -9.03741
C: 4.36875 4.72652 -9.70544
C: 4.91520 6.11213 -9.34200
C: 5.04057 6.17208 -7.81077
C: 3.73980 5.96434 -7.06354
N: 3.09298 4.71873 -7.55455
O: 2.01396 4.36849 -6.78530
C: 4.03803 5.88384 -5.57086
C: 2.93041 7.22572 -7.31858
C: 2.78024 2.74115 -9.18956
H: 0.99648 4.66559 -9.17586
H: 1.60083 4.82565 -10.74753
H: 1.92238 6.17432 -9.74288
H: 5.18006 4.00361 -9.62026
H: 4.11466 4.62443 -10.76048
H: 4.33826 6.87301 -9.86767
H: 5.91676 6.17900 -9.76685
H: 5.54924 7.11303 -7.60111
H: 5.70242 5.34329 -7.55943
H: 4.46618 4.89329 -5.41727
H: 4.70760 6.64021 -5.16136
H: 3.16294 5.66986 -4.95724
H: 3.56299 8.08282 -7.08763
H: 2.70205 7.40123 -8.36985
H: 1.96268 7.32258 -6.82644
H: 2.85951 2.23987 -8.22491
H: 3.55435 2.32801 -9.83621
H: 1.81223 2.47308 -9.61288
H: 2.51301 3.78538 -6.20864
C: -4.59155 5.90148 -2.94685
C: -4.23367 5.62798 -4.47009
C: -3.66728 4.14317 -4.50072
C: -3.60908 3.44612 -5.88864
C: -5.06951 3.33548 -6.38686
C: -5.83485 4.66629 -6.39441
N: -5.51455 5.47292 -5.19857
O: -6.35507 6.61217 -5.02801
C: -5.42066 5.60722 -7.59413
C: -7.31568 4.31833 -6.48429
C: -3.21346 6.68507 -5.04942
H: -5.31301 5.14033 -2.64981
H: -5.02495 6.90037 -2.89676
H: -3.68641 5.77812 -2.35221
H: -2.63646 4.21226 -4.15325
H: -4.09942 3.46943 -3.76085
H: -3.09961 2.48427 -5.83037
H: -3.05950 4.08354 -6.58128
H: -5.49576 2.53435 -5.78305
H: -5.07134 2.85829 -7.36686
H: -5.80400 6.62666 -7.55060
H: -4.33576 5.56362 -7.49827
H: -5.56020 5.23060 -8.60744
H: -8.01860 5.14588 -6.58001
H: -7.40737 3.53938 -7.24121
H: -7.49416 3.87937 -5.50269
H: -2.91796 6.40683 -6.06103
H: -2.20724 6.57288 -4.64565
H: -3.34289 7.75027 -4.85788
H: -7.22546 6.22409 -4.91225
C: -5.87886 -4.70109 -1.72906
C: -6.26398 -3.40726 -2.35806
C: -7.32760 -3.65457 -3.49586
C: -8.25717 -2.52031 -4.00875
C: -8.99068 -1.81854 -2.77369
C: -7.91018 -1.57280 -1.61404
N: -6.99737 -2.63824 -1.34357
O: -6.12963 -2.43910 -0.25380
C: -7.08348 -0.34131 -1.92020
C: -8.82340 -1.39823 -0.29073
C: -5.03582 -2.68599 -3.01185
H: -6.75579 -5.22505 -1.34884
H: -5.20879 -4.54216 -0.88416
H: -5.21511 -5.29237 -2.35987
H: -6.67518 -3.91195 -4.33026
H: -7.92429 -4.53022 -3.24033
H: -9.12734 -2.75782 -4.62071
H: -7.80822 -1.75740 -4.64477
H: -9.95818 -2.24422 -2.50757
H: -9.37331 -0.84111 -3.06751
H: -7.71860 0.54409 -1.89217
H: -6.36431 -0.17463 -1.11825
H: -6.43715 -0.49084 -2.78508
H: -9.73516 -0.81418 -0.41592
H: -9.12668 -2.40200 0.00686
H: -8.41020 -0.92791 0.60156
H: -4.93464 -1.63425 -2.74406
H: -5.17958 -2.43308 -4.06231
H: -4.07258 -3.11612 -2.73752
H: -6.57137 -2.99578 0.39163
C: 3.56083 -3.00855 -5.34367
C: 2.85120 -4.20519 -5.97576
C: 3.84928 -5.20331 -6.68161
C: 3.33579 -6.55634 -7.21169
C: 2.63554 -7.24319 -6.04104
C: 1.64061 -6.36211 -5.23645
N: 2.19813 -5.01517 -4.92405
O: 1.23132 -4.22669 -4.29992
C: 0.25927 -6.38437 -5.94393
C: 1.49586 -7.14234 -3.95397
C: 1.85923 -3.73722 -7.09860
H: 2.86752 -2.27149 -4.93847
H: 4.25719 -2.57310 -6.06030
H: 4.06736 -3.52784 -4.53012
H: 4.64125 -4.88481 -7.35942
H: 4.45583 -5.38685 -5.79477
H: 4.22255 -7.12365 -7.49441
H: 2.58930 -6.49532 -8.00361
H: 3.30572 -7.78099 -5.37044
H: 2.07685 -8.09318 -6.43281
H: -0.40667 -5.52198 -5.97381
H: 0.50097 -6.52410 -6.99757
H: -0.41160 -7.20455 -5.68828
H: 2.45605 -7.30569 -3.46462
H: 0.78094 -6.66967 -3.28048
H: 1.35800 -8.21789 -4.06485
H: 0.96340 -3.37097 -6.59716
H: 1.39048 -4.56330 -7.63335
H: 2.33888 -3.05010 -7.79568
H: 1.78088 -3.88560 -3.59053
C: -6.51453 -6.23140 7.62207
C: -6.98749 -4.90263 8.27464
C: -6.51183 -4.95697 9.81925
C: -5.09544 -4.61481 10.00091
C: -4.68017 -3.37249 9.23759
C: -5.07215 -3.41858 7.63979
N: -6.49776 -3.69400 7.59682
O: -7.11514 -3.51359 6.36592
C: -4.88179 -1.97737 7.13300
C: -4.04834 -4.30166 6.96082
C: -8.54324 -4.92972 8.36583
H: -6.43828 -6.32941 6.53916
H: -7.37108 -6.87086 7.83540
H: -5.62298 -6.66513 8.07498
H: -7.11555 -4.16406 10.26073
H: -6.69886 -5.99735 10.08521
H: -4.34628 -5.38450 9.81535
H: -4.94060 -4.49035 11.07265
H: -3.60878 -3.36486 9.43804
H: -5.17067 -2.46852 9.59861
H: -3.81415 -1.79818 7.00599
H: -5.23736 -1.89050 6.10629
H: -5.38078 -1.25575 7.77979
H: -3.82454 -5.26848 7.41168
H: -4.35602 -4.64304 5.97245
H: -3.04513 -3.89132 7.07617
H: -8.90381 -3.91799 8.55151
H: -9.01649 -5.40820 9.22327
H: -9.10048 -5.25372 7.48684
H: -7.57151 -2.67100 6.30778
C: -1.92985 6.71501 4.38554
C: -1.55926 8.24278 4.45300
C: -2.87545 9.04110 5.06285
C: -2.72530 10.51670 5.45307
C: -1.41260 10.52136 6.26480
C: -0.05561 9.93620 5.72778
N: -0.28921 8.53405 5.23834
O: 0.71988 7.85816 4.66706
C: 0.49594 10.92982 4.72445
C: 0.85955 9.85891 7.07411
C: -1.40303 8.60756 2.97519
H: -2.14263 6.33173 5.38349
H: -1.15362 6.07790 3.96170
H: -2.81992 6.48360 3.80045
H: -3.67658 9.13781 4.33009
H: -3.38813 8.31397 5.69259
H: -3.60313 10.97082 5.91272
H: -2.45569 11.22431 4.66905
H: -1.56134 10.06428 7.24308
H: -1.20401 11.52930 6.62349
H: -0.17424 11.76627 4.52616
H: 1.45475 11.31239 5.07434
H: 0.64904 10.51963 3.72626
H: 1.89375 9.62143 6.82478
H: 0.91198 10.88124 7.44854
H: 0.53313 9.26901 7.93059
H: -1.20922 9.66764 2.81149
H: -2.37322 8.59967 2.47844
H: -0.63928 8.11158 2.37618
H: 0.59802 7.05464 5.17804
C: 0.80033 0.13355 -0.51339
C: 1.20648 -0.65997 0.78509
C: 0.11433 -1.69823 0.91103
C: 0.45681 -2.91016 1.83438
C: 1.68460 -3.51812 1.33672
C: 2.88371 -2.51356 1.29224
N: 2.48528 -1.34786 0.50068
O: 3.47183 -0.48021 0.25411
C: 3.35682 -2.24400 2.71450
C: 4.05834 -3.23170 0.67253
C: 1.16768 0.20750 2.03961
H: -0.00551 0.80248 -0.21132
H: 0.22897 -0.50293 -1.18906
H: 1.58577 0.76234 -0.93271
H: -0.86305 -1.29586 1.17735
H: -0.16891 -2.09106 -0.06548
H: -0.31872 -3.66305 1.69356
H: 0.61027 -2.57910 2.86149
H: 1.70216 -3.89113 0.31267
H: 1.91697 -4.39768 1.93712
H: 3.52341 -3.21058 3.18995
H: 4.32228 -1.73978 2.67279
H: 2.70872 -1.68054 3.38576
H: 3.80943 -3.52033 -0.34867
H: 4.80794 -2.49910 0.37340
H: 4.62183 -3.92236 1.29987
H: 1.17804 -0.44606 2.91188
H: 0.26132 0.80481 2.13885
H: 2.07724 0.78282 1.86698
H: 3.74909 -0.37956 1.16768

Atomic partial charges in e from the Löwdin method, atoms 1 to 4: atom 1 (C): -0.04, atom 2 (C): -0.43, atom 3 (C): -0.13, atom 4 (C): -0.21

---

Model ii:
A cluster of 8 separate species, C72H152N8O8 in total. Source: OMol25; level of theory: ωB97M-V/def2-TZVPD.

Values from the calculation:
E_HOMO = -7.9 eV
SMILES = CC1(C)CCCC(C)(C)N1O.CC1(C)CCCC(C)(C)N1O.CC1(C)CCCC(C)(C)N1O.CC1(C)CCCC(C)(C)N1O.CC1(C)CCCC(C)(C)N1O.CC1(C)CCCC(C)(C)N1O.CC1(C)CCCC(C)(C)N1O.CC1(C)CCCC(C)(C)N1O
Orbital gap = 8.4 eV
Spin multiplicity = 1

CARTESIAN COORDINATES (ANGSTROEM)
C: -3.16078 0.60502 -6.73833
C: -2.55490 -0.62366 -5.98434
C: -3.19137 -1.97917 -6.49075
C: -2.74674 -2.44257 -7.80890
C: -1.21583 -2.41758 -7.88431
C: -0.57361 -1.04463 -7.53319
N: -1.10999 -0.68189 -6.20830
O: -0.50859 0.42307 -5.68186
C: 1.02976 -1.36705 -7.39018
C: -0.74816 -0.06597 -8.70134
C: -2.93255 -0.46691 -4.48405
H: -2.65658 1.55965 -6.58809
H: -4.14103 0.87190 -6.34337
H: -3.29444 0.45194 -7.80922
H: -3.19916 -2.77971 -5.75103
H: -4.25282 -1.81257 -6.67422
H: -3.13291 -1.78369 -8.58663
H: -3.07700 -3.45583 -8.03765
H: -0.98612 -2.74768 -8.89741
H: -0.87563 -3.26707 -7.29208
H: 1.34737 -2.11483 -8.11685
H: 1.61716 -0.47024 -7.58712
H: 1.27814 -1.76413 -6.40594
H: 0.05122 -0.18346 -9.43297
H: -1.78526 -0.09509 -9.03552
H: -0.65183 0.98881 -8.44392
H: -2.61696 0.44802 -3.98265
H: -2.32523 -1.29065 -4.10893
H: -3.95849 -0.76762 -4.27163
H: -0.17567 0.13915 -4.82737
C: -7.84121 7.88514 -0.22088
C: -7.24993 6.67938 0.57653
C: -8.51114 5.87005 1.07784
C: -8.22786 4.49597 1.70557
C: -7.36248 3.62856 0.84423
C: -6.06998 4.34573 0.22577
N: -6.56092 5.66167 -0.21957
O: -5.69182 6.28748 -1.08395
C: -4.80340 4.36834 1.15331
C: -5.73272 3.41206 -0.94535
C: -6.50322 7.17447 1.88286
H: -8.51717 8.46535 0.40724
H: -8.38485 7.74771 -1.15558
H: -6.98319 8.51628 -0.45234
H: -9.26761 6.42623 1.63147
H: -9.12974 5.62335 0.21495
H: -9.17230 3.98725 1.89879
H: -7.76960 4.66536 2.67994
H: -8.07582 3.12079 0.19506
H: -7.06950 2.90717 1.60702
H: -4.02426 4.70859 0.47120
H: -4.75317 5.20333 1.85215
H: -4.67493 3.35326 1.52907
H: -5.20813 2.52895 -0.58063
H: -6.50407 3.27148 -1.70255
H: -4.97752 3.90763 -1.55543
H: -7.05206 7.98734 2.35838
H: -5.56087 7.68553 1.68566
H: -6.40969 6.37768 2.62074
H: -6.22642 6.27797 -1.88127
C: 3.08607 3.04381 2.74487
C: 1.77116 2.89487 3.57601
C: 1.96967 3.81996 4.75501
C: 1.85745 5.36716 4.37951
C: 0.46509 5.62504 3.68542
C: 0.22501 4.64570 2.49648
N: 0.53969 3.22974 2.85924
O: 0.28699 2.31905 1.80354
C: -1.35224 4.60339 2.28240
C: 0.90905 5.13147 1.18338
C: 1.57893 1.45080 4.21257
H: 3.33133 4.07859 2.50578
H: 2.81557 2.51444 1.83126
H: 3.98835 2.57773 3.14081
H: 1.19552 3.68071 5.50959
H: 2.91073 3.61716 5.26627
H: 2.75426 5.65806 3.83251
H: 1.97970 6.03505 5.23220
H: 0.56499 6.62432 3.26166
H: -0.28139 5.49841 4.46953
H: -1.94512 4.28663 3.14045
H: -1.75828 5.52466 1.86466
H: -1.72879 3.96272 1.48499
H: 1.86539 5.63130 1.33724
H: 1.17677 4.32420 0.50167
H: 0.36246 5.97102 0.75385
H: 1.57281 0.64919 3.47399
H: 0.54279 1.36806 4.54070
H: 2.27257 1.09338 4.97363
H: -0.35222 1.76511 2.25760
C: 3.01681 -0.12851 -3.63939
C: 3.99311 1.00410 -3.37527
C: 3.24734 2.32004 -3.28926
C: 4.05450 3.49993 -2.66331
C: 4.48236 3.12825 -1.24467
C: 5.35152 1.82551 -1.22609
N: 4.64144 0.74798 -2.08115
O: 5.30281 -0.51131 -1.98391
C: 6.84393 2.01662 -1.67336
C: 5.48960 1.37821 0.21656
C: 4.99044 1.04555 -4.60155
H: 3.46840 -1.10503 -3.81422
H: 2.35439 -0.04025 -4.50050
H: 2.41012 -0.22015 -2.73849
H: 2.95099 2.54104 -4.31466
H: 2.34205 2.12884 -2.71308
H: 3.42287 4.38772 -2.63232
H: 4.82893 3.79567 -3.37104
H: 3.68652 3.07250 -0.50195
H: 5.23282 3.86125 -0.94866
H: 7.29062 1.02260 -1.65135
H: 7.04312 2.36434 -2.68703
H: 7.29005 2.77067 -1.02491
H: 5.93832 0.38868 0.30370
H: 6.23693 2.02354 0.67822
H: 4.51207 1.50462 0.68192
H: 5.80982 1.74480 -4.43490
H: 4.40706 1.43218 -5.43719
H: 5.47346 0.09917 -4.84480
H: 4.74165 -1.02172 -1.39556
C: 0.98751 -5.48070 -2.10167
C: 1.26032 -5.41546 -3.69461
C: 2.10329 -4.14979 -4.10080
C: 3.62208 -4.48521 -3.72537
C: 3.96978 -5.87476 -4.34575
C: 3.16100 -7.11828 -4.03041
N: 1.72990 -6.72044 -4.17266
O: 0.78255 -7.77714 -4.31765
C: 3.61291 -8.15399 -5.09302
C: 3.45297 -7.70751 -2.62630
C: -0.08777 -5.06502 -4.38648
H: 1.90034 -5.67109 -1.53723
H: 0.39043 -6.35983 -1.85937
H: 0.43147 -4.57083 -1.87569
H: 2.03374 -3.89366 -5.15799
H: 1.87553 -3.29521 -3.46368
H: 3.79731 -4.37585 -2.65512
H: 4.23170 -3.78434 -4.29568
H: 4.99275 -6.14588 -4.08473
H: 3.81691 -5.77013 -5.41989
H: 3.30148 -7.89436 -6.10481
H: 4.69990 -8.22607 -5.12970
H: 3.20587 -9.12067 -4.79646
H: 3.19119 -8.75445 -2.47305
H: 4.53830 -7.76819 -2.54589
H: 3.28628 -7.10811 -1.73130
H: -0.09860 -5.27951 -5.45511
H: -0.52986 -4.07552 -4.27007
H: -0.84237 -5.70304 -3.92647
H: 0.61324 -8.03172 -3.40763
C: 4.69813 -1.64660 2.74992
C: 5.30047 -2.87101 2.05869
C: 5.95650 -3.58994 3.32742
C: 6.21978 -5.11758 3.03419
C: 4.91024 -5.84486 2.56343
C: 4.26911 -5.13313 1.32001
N: 4.15939 -3.63206 1.52923
O: 3.64420 -2.94667 0.37928
C: 5.02516 -5.58101 0.01663
C: 2.80129 -5.66543 1.29415
C: 6.44779 -2.51110 1.09557
H: 3.95197 -1.90254 3.50214
H: 4.22213 -0.96229 2.04760
H: 5.54890 -1.06606 3.10666
H: 6.79661 -3.05698 3.77268
H: 5.16648 -3.53123 4.07609
H: 6.58620 -5.51196 3.98198
H: 6.99756 -5.17834 2.27296
H: 4.11501 -5.87451 3.30829
H: 5.25258 -6.86034 2.36416
H: 4.57666 -5.06698 -0.83349
H: 6.11213 -5.50062 0.02892
H: 4.75768 -6.61239 -0.21316
H: 2.08864 -5.29924 0.55515
H: 2.85113 -6.71157 0.99216
H: 2.25240 -5.56007 2.22995
H: 6.92401 -3.42905 0.75108
H: 7.04304 -1.75488 1.60734
H: 5.95082 -2.07378 0.22962
H: 2.72794 -2.80685 0.62933
C: -2.01049 2.41436 9.27056
C: -2.88290 1.38414 8.49828
C: -4.32717 1.69009 8.93410
C: -5.40165 1.07482 8.00174
C: -5.12631 1.43765 6.53040
C: -3.65878 1.21831 6.03193
N: -2.64083 1.69114 7.07234
O: -1.35725 1.24877 6.66819
C: -3.54030 -0.23277 5.55565
C: -3.50166 2.09284 4.76849
C: -2.65891 -0.01217 8.88406
H: -0.94518 2.27794 9.08451
H: -2.13467 2.31319 10.34872
H: -2.23395 3.46650 9.09405
H: -4.48680 1.33132 9.95091
H: -4.44025 2.77173 9.00746
H: -6.40497 1.24444 8.39249
H: -5.26926 0.00361 8.15364
H: -5.41357 2.48281 6.41543
H: -5.77055 0.90088 5.83402
H: -4.13478 -0.33738 4.64804
H: -2.54874 -0.35199 5.11897
H: -3.63782 -1.04979 6.27054
H: -3.84509 3.05240 5.15501
H: -2.49116 2.20446 4.37537
H: -4.20071 1.89743 3.95532
H: -1.60787 -0.30052 8.90000
H: -3.36147 -0.72736 8.45624
H: -2.81374 -0.07934 9.96091
H: -1.04638 2.02338 6.19392
C: -3.29440 -0.91011 -0.39186
C: -2.25511 -0.57936 0.69233
C: -2.02398 -1.97671 1.48778
C: -1.03524 -2.91477 0.82394
C: 0.23389 -2.16484 0.63052
C: 0.16013 -0.82721 -0.24931
N: -0.94686 -0.00012 0.22829
O: -1.07062 1.17228 -0.50715
C: 1.53210 -0.13548 -0.11585
C: 0.01670 -1.35145 -1.69823
C: -2.87100 0.41950 1.71793
H: -2.85451 -1.62016 -1.09217
H: -3.44553 0.03340 -0.91631
H: -4.26542 -1.23050 -0.01425
H: -1.81991 -1.83228 2.54872
H: -2.96804 -2.51791 1.42491
H: -1.38799 -3.43249 -0.06805
H: -0.83705 -3.70610 1.54686
H: 0.96045 -2.79352 0.11577
H: 0.70776 -1.96516 1.59160
H: 1.63053 -0.06684 0.96752
H: 2.41350 -0.64772 -0.50164
H: 1.62023 0.81666 -0.63908
H: -0.88911 -1.93153 -1.87458
H: 0.04641 -0.47330 -2.34326
H: 0.81303 -2.03195 -1.99970
H: -3.07059 1.35759 1.20000
H: -2.13863 0.82862 2.41389
H: -3.78643 0.12386 2.23047
H: -0.66031 1.79719 0.09514

Atomic partial charges in e from the Löwdin method, atoms 1 to 4: atom 1 (C): -0.03, atom 2 (C): -0.46, atom 3 (C): -0.15, atom 4 (C): -0.21

---

The data favor model ii; the next most stable structure lies 546.8 kJ/mol above it.